(1)
Below is an isolated molecule of C6H12N2O in a non-equilibrium geometry, with properties calculated with ωB97M-V/def2-TZVPD.

Last column: Löwdin charge in e.
Atoms and positions in Å:
C (-0.04711, -0.40531, -0.20612)  -0.074
C (1.87498, -0.15376, 1.34436)  -0.013
C (-0.06098, 1.56490, 1.20255)  -0.045
C (1.54600, 1.40466, -0.66238)  -0.040
C (-2.71758, -1.90855, -1.31819)  -0.038
C (0.84844, 0.63966, 0.44190)  -0.564
N (-0.44670, -1.03874, -1.71873)  0.128
N (-1.30016, -1.78506, -0.94199)  -0.319
O (-1.10116, -1.18875, 0.29522)  -0.015
H (2.43007, 0.46693, 2.00567)  0.071
H (1.31992, -0.81257, 1.97684)  0.073
H (2.50289, -0.67688, 0.64534)  0.079
H (0.52171, 2.20668, 1.81399)  0.081
H (-0.75227, 2.07431, 0.62230)  0.072
H (-0.61830, 0.93697, 1.90639)  0.096
H (0.81195, 1.46112, -1.44442)  0.077
H (1.83192, 2.33554, -0.25588)  0.075
H (2.36564, 0.79053, -1.09246)  0.102
H (-2.64269, -1.68578, -2.45586)  0.110
H (-3.06584, -2.99595, -1.34962)  0.098
H (-3.30074, -1.22993, -0.80890)  0.046

LUMO level (spin up / spin down)	0.803 / 0.803	eV
max |F|	7.86	eV/A
E	-420.34570	Eh
ΔE to the lowest compared entry with this formula, charge and spin	149.5	kcal per mole
structure (SMILES)	Cn1nc(C(C)(C)C)o1
gap between HOMO and LUMO (spin up / spin down)	8.641 / 8.640	eV
2S+1	1


(2)
Below is an isolated molecule of C6H12N2O, with properties calculated with ωB97M-V/def2-TZVPD.

Last column: Löwdin charge in e.
Atoms and positions in Å:
C (-1.70159, 0.29848, -0.54065)  -0.480
C (1.03188, -1.52870, 1.52634)  -0.076
C (0.85469, 0.37446, -0.15420)  -0.288
C (-0.08496, -0.21784, -1.02012)  -0.188
N (-2.01186, -0.05105, 0.72490)  -0.011
N (1.43430, 1.54113, -0.49998)  0.185
C (0.79889, -0.04345, 1.24056)  -0.194
C (0.02793, -1.03150, -2.05436)  0.065
O (-1.76202, 1.66989, -0.94587)  -0.043
H (-1.63570, 2.20825, -0.15441)  0.079
H (-2.21425, -0.26722, -1.32830)  0.120
H (-2.31931, 0.75455, 1.26743)  0.021
H (-0.33252, 0.10982, 1.42806)  0.106
H (1.92689, 2.09565, 0.18121)  0.111
H (1.22228, 1.96052, -1.39097)  0.120
H (1.39074, 0.60212, 1.89591)  0.117
H (0.98429, -1.41822, -2.38693)  0.066
H (-0.85296, -1.35468, -2.60131)  0.064
H (2.06698, -1.81882, 1.33413)  0.073
H (0.80112, -1.74357, 2.57049)  0.076
H (0.37518, -2.13984, 0.90807)  0.076

LUMO level	0.470	eV
max |F|	0.41	eV/A
E	-420.44862	Eh
ΔE to the lowest compared entry with this formula, charge and spin	84.9	kcal per mole
gap between HOMO and LUMO	7.610	eV
2S+1	1


(3)
Below is a cluster of 2 separate species, C6H12N2O in total in a non-equilibrium geometry, with properties calculated with ωB97M-V/def2-TZVPD.

Last column: Löwdin charge in e.
Atoms and positions in Å:
C (1.34746, 0.15820, -0.27122)  -0.240
C (1.72776, -1.21104, -0.74751)  -0.111
C (1.71192, 0.52219, 1.13583)  -0.105
C (-0.52802, 0.76362, -1.29375)  -0.073
C (-1.37874, 0.18377, -0.38360)  -0.434
N (-2.72822, 0.53660, -0.22218)  0.112
C (-1.26026, -0.96677, 1.65315)  -0.021
O (-1.07179, 1.82209, -1.97291)  -0.003
N (-0.75331, -0.59431, 0.53609)  -0.036
H (-0.47664, 2.04683, -2.69494)  0.094
H (1.67190, 0.92552, -0.96152)  0.076
H (-3.07451, 1.04224, -1.02905)  0.079
H (-3.32314, -0.23540, 0.04759)  0.078
H (1.44237, -1.97862, -0.02814)  0.072
H (2.81521, -1.25334, -0.88478)  0.081
H (1.25249, -1.43515, -1.70132)  0.074
H (1.26165, 1.46625, 1.43813)  0.083
H (1.42373, -0.24285, 1.85248)  0.059
H (2.80412, 0.62899, 1.18720)  0.088
H (-0.67320, -1.61668, 2.29143)  0.060
H (-2.19075, -0.56212, 2.04898)  0.064

LUMO level	0.600	eV
max |F|	2.92	eV/A
E	-420.40200	Eh
ΔE to the lowest compared entry with this formula, charge and spin	114.1	kcal per mole
gap between HOMO and LUMO	7.808	eV
2S+1	1


Question: Number 1 is which compound?
Answer: C6H12N2O